Record 1
Density functional theory data (the ωB97M-V functional and the def2-TZVPD basis) for C7H10 in the gas phase in a non-equilibrium geometry.

```
17
Properties=species:S:1:pos:R:3:forces:R:3:lowdin_charge:R:1
C 1.450156 -2.860699 -0.010562 -0.55 -1.41 0.67 0.005
C 0.205422 -2.657635 0.425614 0.75 1.09 -0.25 -0.185
C -0.473407 -1.378817 0.160963 -0.24 0.27 -0.68 -0.141
C -0.101608 -0.194383 0.625527 0.31 -0.13 0.35 -0.131
C -0.788707 1.109011 0.386244 0.12 0.30 -0.76 -0.213
C 0.089279 2.174367 -0.273158 -0.47 -0.25 0.83 -0.176
C -0.414718 3.112196 -1.058632 -0.20 0.00 -0.21 -0.013
H 2.027670 -2.216828 -0.653092 -0.18 0.37 0.06 0.061
H 1.894858 -3.816695 0.254102 0.24 0.11 -0.15 0.049
H -0.346917 -3.364578 1.033329 0.22 -0.31 -0.11 0.096
H -1.275047 -1.415357 -0.573281 -0.34 0.01 0.23 0.108
H 0.747671 -0.150045 1.306458 0.00 -0.07 0.00 0.115
H -1.120676 1.483075 1.356262 -0.08 0.13 0.06 0.116
H -1.669380 0.969575 -0.246216 -0.07 -0.05 0.17 0.109
H 1.116038 2.172827 0.074929 0.19 0.13 -0.32 0.096
H 0.132856 3.926396 -1.510327 0.33 -0.06 0.14 0.048
H -1.473484 3.107589 -1.298155 -0.01 -0.12 -0.03 0.056
```
Positions in Å, forces in eV/Å.

## Properties
ΔE to the lowest compared entry with this formula, charge and spin = 2.033 eV
LUMO level = 1.228 eV
multiplicity = 1
energy = -7419.002 eV
frontier orbital gap = 0.38819 Eh
SMILES = C=C/C=C/CC=C

---

Record 2
Density functional theory data (the ωB97M-V functional and the def2-TZVPD basis) for a molecular structure, C38H33ClIrN7O8P.

```
89
Properties=species:S:1:pos:R:3:forces:R:3:lowdin_charge:R:1
Ir -0.822552 1.502749 0.499736 -0.30 -0.01 0.09 1.309
O -2.838491 3.636024 -2.169288 -0.09 -0.01 -0.04 0.075
C -2.676582 2.928903 -1.199872 -0.01 0.13 0.13 -0.683
O -1.971084 1.822300 -1.202044 0.50 -0.04 -0.28 -0.225
C -3.326515 3.330414 0.152593 0.02 -0.02 -0.12 -0.188
P -2.920150 1.961737 1.270640 -0.05 -0.13 0.01 0.973
C -4.313138 0.860086 0.871513 -0.05 0.00 0.20 -0.341
C -5.508881 1.027076 1.573620 0.02 -0.08 0.04 -0.086
C -6.636538 0.304275 1.217022 0.00 0.00 -0.02 -0.061
C -6.585659 -0.579394 0.148277 -0.01 0.00 0.01 -0.064
C -5.410096 -0.726345 -0.573221 -0.01 0.01 -0.01 -0.058
C -4.279240 -0.006128 -0.219863 0.08 0.04 -0.05 -0.094
C -2.999168 2.373428 3.017558 0.02 0.15 -0.05 -0.346
C -3.409108 1.441410 3.967249 0.02 -0.05 0.00 -0.090
C -3.279624 1.726858 5.317173 0.00 0.00 0.01 -0.056
C -2.738378 2.937478 5.723697 0.00 0.01 -0.01 -0.057
C -2.313914 3.863084 4.780535 -0.01 -0.02 0.01 -0.058
C -2.433807 3.578911 3.430880 -0.01 0.02 -0.01 -0.082
H -4.401380 3.436419 0.017023 -0.01 0.02 -0.02 0.110
H -2.925264 4.283535 0.489518 0.01 -0.05 0.01 0.071
H -5.562854 1.719455 2.404239 -0.01 0.00 -0.01 0.108
H -7.555713 0.437104 1.771717 0.00 0.00 0.00 0.111
H -7.466215 -1.143031 -0.130313 0.00 0.00 0.00 0.111
H -5.373671 -1.394394 -1.423564 0.00 0.00 0.00 0.112
H -3.379737 -0.089862 -0.815064 0.02 -0.03 0.03 0.098
H -3.826184 0.489950 3.660915 0.01 0.00 0.01 0.106
H -3.596036 0.998838 6.051829 0.00 0.00 0.00 0.113
H -2.635394 3.155469 6.778233 0.00 0.00 0.00 0.112
H -1.874470 4.799222 5.097408 0.00 0.00 0.00 0.111
H -2.058977 4.284339 2.698728 -0.01 0.00 0.00 0.099
C 7.752658 -8.569466 -3.015923 0.00 0.00 0.00 -0.068
O 6.495479 -8.717459 -2.372414 0.01 0.00 0.01 -0.068
C 5.779981 -7.603012 -2.117736 0.00 0.01 -0.01 -0.277
C 6.179334 -6.313205 -2.459954 0.00 0.00 0.00 -0.001
C 5.362228 -5.238656 -2.149635 0.00 0.00 0.00 -0.011
C 4.146829 -5.422882 -1.501355 0.00 0.00 0.00 -0.160
C 3.759662 -6.722151 -1.162988 0.00 0.00 0.00 -0.024
C 4.561081 -7.799651 -1.465171 0.00 0.00 0.00 0.010
C 3.322409 -4.255399 -1.193863 -0.01 0.00 0.01 -0.245
N 3.655904 -3.005946 -1.432850 -0.01 0.00 0.00 0.196
C 2.600496 -2.261426 -0.987574 -0.02 0.00 0.02 -0.163
C 1.610090 -3.062202 -0.469608 -0.01 0.01 -0.06 -0.118
N 2.083957 -4.343499 -0.610470 0.03 0.01 0.03 0.189
C 0.401376 -2.551970 0.084218 -0.01 -0.02 0.01 -0.050
C -0.599454 -3.323469 0.690278 -0.01 0.04 0.03 0.035
C -1.677632 -2.692537 1.249958 0.03 -0.03 -0.04 -0.005
C -1.768044 -1.305483 1.179299 -0.08 0.02 0.00 -0.120
N -0.869053 -0.555016 0.562959 0.02 0.18 -0.07 -0.035
C 0.237294 -1.157421 0.043165 -0.04 -0.02 -0.10 -0.120
C 1.275488 -0.304823 -0.475674 -0.03 -0.04 -0.07 -0.150
N 1.075838 1.030723 -0.374709 -0.10 -0.03 0.03 -0.004
C 2.052770 1.846333 -0.718114 0.02 0.11 0.06 -0.084
C 3.272566 1.391074 -1.225404 0.01 -0.06 -0.02 -0.008
C 3.481579 0.044093 -1.367873 -0.03 0.05 0.03 0.039
C 2.467177 -0.837778 -0.971441 0.04 -0.01 -0.03 -0.058
H 8.160508 -9.571044 -3.107961 0.00 0.00 0.00 0.095
H 8.429894 -7.954776 -2.419191 0.00 0.00 0.00 0.098
H 7.636861 -8.131818 -4.009801 0.00 0.00 0.00 0.097
H 7.117274 -6.135855 -2.964399 0.00 0.00 0.00 0.106
H 5.666608 -4.234573 -2.411417 0.00 0.00 0.00 0.115
H 2.824387 -6.913779 -0.650037 0.00 0.00 0.00 0.105
H 4.270133 -8.807938 -1.204726 0.00 0.00 0.00 0.125
H 1.635380 -5.192695 -0.317769 -0.01 0.00 -0.02 0.149
H -0.504397 -4.400257 0.745819 -0.01 0.00 -0.01 0.124
H -2.455656 -3.240989 1.760240 0.00 0.00 0.00 0.124
H -2.593174 -0.801267 1.649113 -0.03 0.06 0.00 0.094
H 1.870372 2.900833 -0.595668 0.02 -0.06 0.03 0.096
H 4.032516 2.112436 -1.488712 0.01 0.00 0.00 0.116
H 4.411383 -0.358725 -1.746180 0.00 0.00 -0.01 0.128
C -0.727312 7.427889 -2.506069 0.01 0.00 0.01 -0.002
N -0.329180 6.179836 -1.886839 -0.01 0.01 0.03 -0.069
C -0.641892 5.817959 -0.517306 0.01 0.00 -0.06 -0.005
C -0.298208 4.341947 -0.542713 -0.06 -0.10 0.01 -0.453
O -0.518572 3.611290 0.457132 0.02 -0.16 0.13 -0.130
N 0.175593 3.977362 -1.722764 -0.09 -0.02 -0.05 0.194
C 0.056376 5.065617 -2.513037 0.02 -0.09 0.08 -0.374
N 0.333942 4.996027 -3.810727 -0.06 -0.01 -0.02 0.238
H -0.613322 8.232148 -1.782850 -0.01 0.00 0.00 0.100
H -1.765234 7.392785 -2.842769 0.00 0.00 -0.01 0.106
H -0.074273 7.654769 -3.347371 0.00 0.00 0.01 0.092
H -1.702581 5.957650 -0.300610 -0.02 0.01 0.00 0.140
H -0.044688 6.368783 0.210992 0.00 0.01 0.01 0.151
H 0.458460 4.070518 -4.187089 0.02 0.00 0.00 0.132
H 0.046145 5.721823 -4.443015 0.03 0.01 0.00 0.114
O 1.817750 0.007354 2.326397 0.03 -0.03 0.01 -0.288
Cl 0.750190 0.492566 3.141348 -0.05 0.02 0.00 0.721
O 1.198523 1.115714 4.327496 0.02 -0.01 -0.01 -0.259
O -0.213856 -0.533639 3.390213 0.00 0.02 0.05 -0.303
O 0.048856 1.603370 2.366273 0.23 0.16 0.04 -0.506
```
Positions in Å, forces in eV/Å.

## Properties
ΔE to the lowest compared entry with this formula, charge and spin = 0.000 eV
LUMO level = -2.848 eV
net charge = +1
multiplicity = 1
energy = -91394.946 eV
frontier orbital gap = 0.25659 Eh

---

Record 3
Density functional theory data (the ωB97M-V functional and the def2-TZVPD basis) for C25H20N4O5S in the gas phase in a non-equilibrium geometry.

```
55
Properties=species:S:1:pos:R:3:forces:R:3:lowdin_charge:R:1
C 2.798194 6.226058 0.080467 -0.13 0.14 0.09 -0.084
O 3.678611 5.310996 -0.526809 0.16 -0.18 -0.10 -0.073
C 3.442702 3.981806 -0.398271 0.12 -0.35 -0.08 -0.268
C 4.358792 3.134503 -1.020455 -0.12 0.26 0.06 0.005
C 4.195174 1.769684 -0.946687 -0.22 0.07 0.09 0.007
C 3.129993 1.218566 -0.247526 -0.15 0.50 0.09 -0.109
N 2.966018 -0.189487 -0.173854 0.48 -0.22 0.10 0.035
N 1.718922 -0.602028 -0.285030 -0.89 -0.93 -0.37 0.148
C 1.381579 -1.849890 -0.195149 0.71 0.51 -0.10 -0.097
C -0.089508 -2.100428 -0.281265 -0.39 0.21 -0.03 -0.373
O -0.604573 -3.175727 -0.460325 0.21 -0.06 0.01 0.111
N -0.781179 -0.919764 -0.105048 0.52 0.18 0.07 0.107
C -2.128652 -0.757985 -0.120699 -0.88 0.79 0.10 -0.560
N -3.020202 -1.647380 -0.284149 0.67 -0.91 -0.13 0.133
C -4.283801 -1.137425 -0.233127 -0.45 1.08 0.16 -0.314
C -5.466495 -1.856728 -0.378080 0.08 0.13 0.02 -0.002
C -6.668240 -1.194780 -0.300865 -0.13 0.16 0.02 -0.003
C -6.730360 0.189998 -0.079162 0.21 -0.09 -0.01 -0.279
O -7.984333 0.714887 -0.024696 -0.03 -0.25 -0.04 -0.086
C -8.128123 2.096994 0.193506 -0.01 0.16 0.03 -0.091
C -5.562583 0.927254 0.067948 -0.34 0.19 0.02 -0.038
C -4.356238 0.254072 -0.011085 0.14 -0.52 -0.08 -0.470
S -2.751516 0.912534 0.133748 0.03 -0.57 -0.10 1.065
C 2.364258 -2.885075 -0.008425 0.55 -0.01 0.09 -0.076
C 2.078793 -4.253988 0.057200 -0.11 -0.07 0.00 0.001
C 3.097584 -5.160396 0.246545 -0.01 0.05 0.00 -0.055
C 4.417986 -4.733331 0.380012 0.04 0.07 0.00 -0.060
C 4.717178 -3.391309 0.322079 0.01 0.11 -0.01 -0.003
C 3.699782 -2.455152 0.125215 -0.34 -0.41 -0.04 -0.059
C 4.051586 -1.034736 0.076188 0.12 0.03 0.15 -0.339
O 5.171551 -0.595540 0.241621 -0.01 -0.09 -0.02 0.088
C 2.198056 2.061729 0.380551 0.34 -0.30 -0.17 -0.185
O 1.170664 1.469105 1.051545 0.22 0.11 -0.02 -0.104
C 0.271606 2.275422 1.778218 -0.13 0.21 0.20 -0.085
C 2.365966 3.438628 0.296079 -0.18 0.30 0.09 0.049
H 1.784357 6.138081 -0.323082 0.03 -0.01 0.02 0.097
H 2.772518 6.099575 1.167566 -0.01 -0.01 -0.04 0.097
H 3.192810 7.212893 -0.155443 -0.07 -0.05 0.04 0.094
H 5.185651 3.568999 -1.556379 0.11 0.05 -0.08 0.120
H 4.905087 1.117219 -1.426320 0.04 -0.05 -0.02 0.120
H -0.192521 -0.098396 0.014035 -0.09 -0.14 -0.04 0.105
H -5.417681 -2.919427 -0.548201 -0.02 -0.15 -0.03 0.117
H -7.600785 -1.724793 -0.409258 -0.11 -0.07 -0.01 0.117
H -7.705183 2.398112 1.157556 0.00 -0.01 -0.04 0.095
H -7.662261 2.681168 -0.606780 0.00 -0.02 0.03 0.095
H -9.200613 2.284270 0.197503 0.09 0.04 0.01 0.093
H -5.570837 1.991137 0.238485 -0.11 0.12 0.02 0.102
H 1.057037 -4.580133 -0.048110 -0.03 -0.02 -0.01 0.106
H 2.871171 -6.215237 0.293891 -0.04 -0.07 0.00 0.108
H 5.204961 -5.457230 0.529609 0.07 -0.04 0.01 0.106
H 5.728794 -3.028750 0.423996 0.07 0.01 0.01 0.120
H -0.405898 1.583068 2.275585 0.01 0.07 -0.01 0.088
H 0.788477 2.876690 2.531740 -0.02 0.00 -0.04 0.101
H -0.308924 2.926299 1.117250 0.05 0.01 0.02 0.090
H 1.652864 4.087335 0.775208 -0.07 0.06 0.04 0.094
```
Positions in Å, forces in eV/Å.

## Properties
ΔE to the lowest compared entry with this formula, charge and spin = 0.000 eV
LUMO level = -0.132 eV
multiplicity = 1
energy = -53282.450 eV
frontier orbital gap = 0.28319 Eh
SMILES = COc1ccc(-n2nc(C(=O)Nc3nc4ccc(OC)cc4s3)c3ccccc3c2=O)c(OC)c1

---

Record 4
Density functional theory data (the ωB97M-V functional and the def2-TZVPD basis) for a molecular structure, C3H2AlO2 in a non-equilibrium geometry.

```
8
Properties=species:S:1:pos:R:3:forces:R:3:lowdin_charge:R:1
O -0.077651 0.965738 0.882282 1.31 -0.61 0.10 0.410
C 0.835474 0.299874 0.236801 -3.01 0.15 2.38 -0.233
C -1.514792 -0.389589 -0.044653 -2.75 -2.90 -0.58 0.483
O 1.983611 0.535064 -0.055083 -4.83 1.84 4.34 0.152
C -0.279505 -0.572492 0.457063 2.08 2.41 -0.05 0.320
Al 3.111155 0.146795 -1.015948 8.03 -1.93 -5.85 1.465
H -1.687934 -0.637949 -1.094137 -0.34 0.25 -0.59 0.199
H -2.370355 -0.347444 0.633674 -0.49 0.80 0.25 0.205
```
Positions in Å, forces in eV/Å.

## Properties
ΔE to the lowest compared entry with this formula, charge and spin = 0.622 eV
LUMO level (alpha / beta) = -18.223 / -19.274 eV
net charge = +3
multiplicity = 1
energy = -13789.195 eV
frontier orbital gap (alpha / beta) = 0.34806 / 0.23167 Eh

---

Record 5
Density functional theory data (the ωB97M-V functional and the def2-TZVPD basis) for C4H13N2OPS in the gas phase in a non-equilibrium geometry.

```
22
Properties=species:S:1:pos:R:3:forces:R:3:lowdin_charge:R:1
C 1.934658 2.445778 0.289702 -0.40 0.88 0.79 -0.163
C 1.865390 1.272524 -0.666288 -1.09 3.31 -1.50 -0.562
S 0.195409 0.815510 -1.329505 -0.35 0.55 0.51 0.664
P -0.113730 -0.876416 -0.117615 -2.19 -1.96 -0.47 0.350
O 1.143819 -1.018541 0.622182 -0.17 -0.13 1.33 -0.356
N -1.702748 -1.039630 0.679391 4.26 0.35 -0.46 -0.191
C -2.121050 -0.154411 1.744649 0.91 -3.21 1.22 -0.142
N -0.250239 -2.222810 -1.126109 0.02 2.70 1.66 -0.216
C -1.334680 -2.857628 -1.706713 -1.31 -2.65 0.85 -0.178
H 1.432109 3.345508 -0.128595 0.23 -0.60 0.19 0.072
H 1.370770 2.127880 1.160583 -0.01 0.37 0.50 0.056
H 2.957109 2.809847 0.637563 -1.05 -0.98 -0.71 0.096
H 2.168113 0.394107 -0.273029 1.65 -2.45 1.06 -0.017
H 2.361509 1.621249 -1.542594 0.71 -0.49 -0.92 0.049
H -2.400804 -1.204689 0.018922 -1.25 -0.24 -1.05 0.024
H -1.263587 0.003357 2.389261 0.18 0.99 -0.21 0.081
H -2.634598 0.620965 1.309819 -1.04 2.46 -0.07 0.048
H -2.730707 -0.789809 2.411067 -0.40 0.59 -0.30 0.088
H 0.629815 -2.421499 -1.454611 2.34 -0.74 -1.00 0.061
H -1.419102 -2.884798 -2.777555 0.21 0.53 -0.69 0.068
H -1.278617 -3.972804 -1.400028 -0.74 1.52 -0.32 0.113
H -2.200768 -2.354170 -1.285209 -0.52 -0.79 -0.40 0.055
```
Positions in Å, forces in eV/Å.

## Properties
ΔE to the lowest compared entry with this formula, charge and spin = 0.612 eV
LUMO level = 0.689 eV
multiplicity = 1
energy = -29511.042 eV
frontier orbital gap = 0.34667 Eh
SMILES = CCSP(=O)(NC)NC

---

Record 6
Density functional theory data (the ωB97M-V functional and the def2-TZVPD basis) for a molecular structure, C4H3N5O3Sn in a non-equilibrium geometry.

```
16
Properties=species:S:1:pos:R:3:forces:R:3:lowdin_charge:R:1
O -0.796057 -3.651487 -1.787964 -0.15 1.69 -0.10 0.251
C -0.798166 -2.512412 -1.703084 0.19 -3.18 -0.04 -0.126
Sn -0.771758 -0.511889 -1.498354 -0.92 -0.49 -3.22 1.153
C -2.671553 0.091626 -1.673285 -3.24 1.20 -0.13 -0.139
C 0.207954 0.207160 -3.092881 0.68 0.49 -1.15 -0.144
O -3.756300 0.455909 -1.741754 1.81 -0.72 -0.06 0.243
O 0.777311 0.627138 -3.972572 -0.11 -0.07 0.06 0.264
N 2.214085 1.532525 2.383811 -4.07 -2.84 -2.51 0.234
N 1.150813 0.790022 1.732202 3.16 2.23 0.53 -0.145
N 0.210493 0.106920 2.478650 1.10 0.84 -2.94 0.219
C -0.508385 -0.384878 1.463788 -0.34 -0.27 1.14 -0.149
N -0.064011 -0.045619 0.255812 3.41 2.29 3.78 -0.209
N 1.100709 0.780254 0.383981 -2.53 -1.88 3.90 0.176
H 2.857161 1.999659 1.818710 0.88 0.65 -1.27 0.108
H 2.242768 1.533405 3.356502 -0.34 -0.28 1.81 0.109
H -1.395066 -1.018331 1.596440 0.48 0.34 0.20 0.156
```
Positions in Å, forces in eV/Å.

## Properties
LUMO level (alpha / beta) = -9.640 / -9.657 eV
net charge = +2
multiplicity = 1
energy = -23592.564 eV
frontier orbital gap (alpha / beta) = 0.19650 / 0.19557 Eh